{"formula": "C44H64N12O20", "method": "wB97M-V/def2-TZVPD", "e_above_lowest_ev": 0.000, "charge": -2, "mol_weight_g_mol": 1081.060, "energy_ev": -105499.4943, "homo_lumo_gap_ev": 6.1, "homo_energy_ev": -2.81, "fmax_ev_per_a": 6.18, "e_lumo_ev": 3.32, "elements": ["O", "C", "C", "O", "H", "H", "H", "H", "C", "C", "C", "C", "C", "C", "O", "O", "H", "H", "H", "H", "H", "H", "C", "C", "C", "C", "C", "C", "O", "O", "H", "H", "H", "H", "H", "H", "C", "C", "C", "C", "C", "C", "O", "O", "H", "H", "H", "H", "H", "H", "C", "C", "C", "C", "C", "C", "O", "O", "H", "H", "H", "H", "H", "H", "C", "C", "C", "C", "C", "C", "O", "O", "H", "H", "H", "H", "H", "H", "C", "C", "C", "C", "C", "C", "O", "O", "H", "H", "H", "H", "H", "H", "C", "O", "N", "N", "H", "H", "H", "H", "C", "O", "N", "N", "H", "H", "H", "H", "C", "O", "N", "N", "H", "H", "H", "H", "C", "O", "N", "N", "H", "H", "H", "H", "C", "O", "N", "N", "H", "H", "H", "H", "C", "O", "N", "N", "H", "H", "H", "H"], "xyz": [[-1.932, -0.115, -0.003], [-0.744, -0.235, 0.790], [0.763, -0.113, 0.169], [1.145, 1.109, -0.412], [-0.775, -1.145, 1.403], [-0.729, 0.399, 1.683], [1.110, -0.907, -0.498], [1.430, -0.344, 1.010], [-2.368, -2.954, -4.414], [-3.104, -4.103, -4.756], [-4.032, -4.639, -3.911], [-4.425, -3.961, -2.772], [-3.886, -2.745, -2.428], [-2.794, -2.331, -3.201], [-2.088, -1.313, -2.676], [-4.539, -5.921, -4.128], [-1.494, -2.721, -5.005], [-2.814, -4.730, -5.589], [-5.209, -4.367, -2.147], [-4.120, -2.233, -1.506], [-2.405, -1.181, -1.773], [-4.083, -6.244, -4.909], [3.796, 4.800, 1.511], [3.732, 6.192, 1.329], [2.623, 6.729, 0.670], [1.622, 5.871, 0.194], [1.806, 4.492, 0.260], [2.910, 3.939, 0.931], [3.110, 2.608, 0.873], [2.601, 7.998, 0.171], [4.738, 4.327, 1.758], [4.522, 6.781, 1.771], [0.776, 6.327, -0.302], [1.151, 3.776, -0.220], [2.327, 2.122, 0.564], [1.939, 7.977, -0.524], [-0.559, -4.202, 3.028], [-1.273, -3.401, 3.890], [-2.038, -4.072, 4.812], [-2.019, -5.408, 4.974], [-1.126, -6.144, 4.163], [-0.425, -5.530, 3.173], [0.082, -6.265, 2.132], [-2.805, -3.275, 5.640], [-0.047, -3.659, 2.245], [-1.365, -2.339, 3.723], [-2.741, -5.826, 5.660], [-0.986, -7.211, 4.267], [0.073, -5.812, 1.283], [-2.630, -2.341, 5.467], [2.223, -1.682, -3.761], [3.544, -1.968, -4.009], [4.141, -1.464, -5.201], [3.472, -0.505, -5.962], [2.148, -0.257, -5.651], [1.549, -0.857, -4.568], [0.250, -0.453, -4.328], [5.362, -2.022, -5.559], [1.628, -2.070, -2.948], [4.016, -2.748, -3.430], [3.900, 0.020, -6.805], [1.535, 0.372, -6.281], [-0.179, 0.063, -5.013], [5.850, -1.306, -5.976], [-6.232, 3.771, 0.335], [-5.757, 2.729, -0.395], [-4.691, 1.952, 0.045], [-4.222, 2.152, 1.300], [-4.811, 3.157, 2.098], [-5.685, 4.084, 1.562], [-5.969, 5.282, 2.147], [-4.155, 1.142, -0.887], [-6.888, 4.476, -0.158], [-6.187, 2.384, -1.325], [-3.344, 1.677, 1.713], [-4.288, 3.481, 2.989], [-6.723, 5.802, 1.864], [-3.437, 0.678, -0.426], [5.086, 1.290, -3.158], [3.824, 1.415, -2.633], [3.015, 2.371, -3.210], [3.346, 3.067, -4.320], [4.534, 2.781, -4.881], [5.529, 2.002, -4.246], [6.828, 1.864, -4.707], [1.731, 2.399, -2.787], [5.680, 0.469, -2.778], [3.569, 0.730, -1.838], [2.805, 3.778, -4.927], [4.943, 3.321, -5.726], [6.851, 1.017, -5.160], [1.698, 1.964, -1.922], [5.294, -0.754, 1.223], [6.433, -1.210, 1.380], [4.933, 0.430, 1.662], [4.321, -1.460, 0.617], [4.337, 0.885, 0.984], [5.626, 0.980, 2.145], [4.622, -2.304, 0.157], [3.460, -0.979, 0.402], [-2.046, 0.277, 4.957], [-2.686, -0.744, 4.919], [-2.131, 1.124, 5.969], [-1.050, 0.483, 4.098], [-2.001, 2.065, 5.627], [-2.856, 0.894, 6.632], [-1.002, 0.086, 3.169], [-0.206, 0.843, 4.519], [-1.450, 4.047, 0.967], [-1.440, 3.501, -0.126], [-1.202, 3.391, 2.034], [-1.404, 5.367, 1.161], [-1.051, 2.395, 1.965], [-1.028, 3.793, 2.941], [-1.616, 5.812, 2.040], [-1.671, 5.875, 0.330], [2.764, 0.800, 4.482], [2.979, 0.685, 5.655], [3.019, 1.864, 3.696], [2.149, -0.103, 3.739], [3.253, 2.690, 4.223], [2.876, 1.770, 2.702], [1.851, -0.114, 2.775], [2.116, -1.026, 4.147], [-0.376, -4.417, -1.280], [-0.168, -5.059, -0.289], [-1.219, -4.728, -2.202], [0.162, -3.255, -1.354], [-1.652, -3.993, -2.744], [-1.616, -5.655, -2.188], [0.586, -3.037, -0.465], [-0.139, -2.673, -2.122], [-4.147, -3.175, 1.799], [-4.908, -4.111, 2.091], [-3.160, -3.240, 0.902], [-4.163, -2.048, 2.487], [-2.558, -2.461, 0.672], [-2.893, -4.161, 0.591], [-4.541, -2.028, 3.420], [-3.595, -1.336, 2.051]], "forces_ev_per_angstrom": [[1.65, -0.75, 1.23], [-0.66, -0.25, -1.70], [-0.45, 1.66, -0.56], [0.28, -0.25, 1.18], [0.32, -1.33, -0.35], [0.09, 1.59, -0.45], [-0.94, -0.62, -0.54], [0.08, -0.05, 1.11], [-1.83, -0.41, 1.16], [0.99, 0.08, -0.10], [-0.48, -0.59, 0.29], [-1.23, 0.07, 0.56], [0.67, -1.24, -1.23], [0.77, 1.14, -0.51], [0.47, -0.10, -0.93], [-0.02, 0.58, -0.04], [0.00, 0.59, 0.29], [0.20, 0.19, -0.35], [0.01, -0.28, 0.04], [-0.15, 0.04, -0.03], [0.56, 0.96, 0.88], [-0.09, -0.23, -0.05], [1.28, 0.03, -0.53], [-0.88, -0.23, 0.42], [0.40, -1.40, -0.60], [0.96, -0.92, 0.37], [-0.34, 0.14, 0.29], [-1.62, 0.76, -1.12], [1.34, 0.12, 0.94], [0.17, 1.06, 0.58], [0.16, 0.25, 0.79], [0.04, 0.31, -0.36], [-0.14, -0.25, -0.21], [-0.47, 0.15, -0.09], [-1.49, -0.80, -1.21], [-0.01, 0.26, -0.04], [0.92, 3.43, -0.42], [0.19, -1.02, -0.88], [-0.76, 3.34, 1.22], [0.82, -1.65, -0.43], [-0.97, -0.80, 1.47], [-0.55, -1.09, -2.01], [0.86, -1.29, 1.13], [-0.45, -1.25, 0.55], [0.15, -0.33, -0.39], [0.04, -0.01, 0.16], [0.31, -0.36, 0.18], [-0.41, -0.17, -0.01], [-0.14, 0.63, -0.23], [-0.07, 0.10, -0.30], [-0.29, -0.82, 1.66], [0.39, -0.33, -1.89], [-0.45, -0.57, 1.57], [-0.17, -0.61, 0.17], [0.72, 0.09, -0.51], [-2.26, 3.06, -2.21], [0.05, -1.50, 1.31], [-0.03, 0.78, 0.09], [0.58, -0.27, 0.33], [0.38, 0.17, 0.01], [0.31, -0.24, -0.13], [0.17, 0.33, -0.01], [0.55, 0.07, -0.18], [0.29, -0.17, -0.22], [-0.33, 0.86, -0.73], [-0.20, -1.12, -0.33], [-0.29, -0.05, -1.58], [-0.03, 0.77, 1.92], [1.09, 1.28, -0.17], [-0.74, -0.79, -0.76], [0.81, 0.69, 1.82], [-0.61, -0.13, 0.60], [-0.43, 0.03, 0.13], [-0.05, 0.52, -0.29], [-0.06, -0.42, -0.28], [-0.06, -0.35, 0.40], [-0.13, -0.76, -0.62], [1.48, -0.59, -0.10], [0.85, -1.17, 0.34], [1.49, 0.22, -0.51], [-3.38, -1.47, 1.83], [0.29, 0.77, -1.73], [4.63, 0.21, -0.32], [-2.06, 0.16, 0.01], [-0.07, 0.02, -0.56], [0.24, 1.26, -0.39], [0.48, 0.15, 0.23], [-0.70, 0.34, 0.06], [-1.01, -0.08, 0.76], [-0.46, 0.20, -0.42], [0.32, -0.05, -0.01], [-0.97, -0.85, 0.90], [2.75, -2.34, 0.02], [-0.38, -0.19, 0.08], [-1.19, 2.19, 0.22], [-0.50, -0.26, -0.45], [-0.11, 0.86, 0.61], [-0.07, -0.03, -0.33], [-0.35, 0.22, -0.09], [-0.16, -0.51, -0.22], [0.90, -2.39, -0.53], [-2.21, -1.23, -0.20], [-0.02, 1.99, 1.06], [1.43, 1.66, -0.60], [-0.20, 0.27, 0.86], [-0.02, 0.40, -0.11], [-0.11, -0.38, 0.47], [0.14, 0.12, -0.54], [1.19, -0.21, -3.33], [-0.91, 0.72, -0.45], [0.56, -3.59, 5.00], [-0.77, 3.15, -0.85], [-0.01, 0.07, -0.23], [-0.04, 0.12, -0.32], [-0.09, -0.26, -0.12], [-0.04, 0.16, 0.24], [-0.26, 1.28, -2.16], [0.60, 0.00, 2.12], [0.59, 1.28, 1.25], [-1.62, -4.28, -0.17], [0.11, 0.25, -0.86], [0.30, 0.87, 0.11], [0.40, 0.72, -0.03], [-0.16, 0.05, 0.03], [-0.45, -0.11, 1.34], [0.75, -3.36, 2.85], [-2.26, -1.85, -2.97], [1.67, 2.99, -0.88], [0.08, -0.55, -0.13], [-0.15, 0.32, 0.06], [0.06, 1.16, -0.51], [0.38, 0.99, 0.70], [-1.11, -2.35, 1.60], [0.56, 0.11, -0.66], [0.83, -0.82, -1.86], [-0.04, 2.12, 0.01], [0.04, 0.15, 0.14], [-0.11, 0.19, -0.14], [0.07, 0.27, -0.32], [-0.03, 0.60, 0.96]]}

{"formula": "C8H11BI2O", "method": "wB97M-V/def2-TZVPD", "charge": 0, "mol_weight_g_mol": 387.795, "energy_ev": -27393.3222, "homo_lumo_gap_ev": 7.9, "homo_energy_ev": -8.75, "fmax_ev_per_a": 6.62, "e_lumo_ev": -0.87, "elements": ["C", "C", "C", "B", "C", "O", "C", "C", "I", "C", "C", "I", "H", "H", "H", "H", "H", "H", "H", "H", "H", "H", "H"], "xyz": [[-1.049, 2.615, 1.349], [-1.261, 1.887, 0.268], [-1.629, 0.908, -0.979], [-0.371, -0.168, -1.101], [-0.647, -1.757, -0.845], [-0.464, -2.202, 0.530], [-1.311, -1.479, 1.465], [1.071, 0.495, -1.513], [1.452, 1.051, -3.618], [2.090, 0.751, -0.527], [1.976, 0.392, 1.034], [3.988, 1.710, -1.141], [-1.030, 3.477, 2.123], [-1.575, 1.575, -1.934], [-2.640, 0.380, -0.847], [-1.754, -1.970, -1.162], [0.037, -2.427, -1.507], [-2.275, -1.045, 1.012], [-0.720, -0.668, 2.053], [-1.658, -2.247, 2.274], [1.554, 1.287, 1.644], [1.302, -0.515, 1.271], [3.031, 0.111, 1.445]], "forces_ev_per_angstrom": [[-1.55, -2.89, -5.76], [0.24, 2.96, 4.84], [1.29, 1.07, 0.82], [-0.02, 1.02, -0.15], [-0.34, -0.81, -0.98], [-0.91, 1.24, -0.29], [-0.39, -0.48, 1.68], [2.81, 0.44, 2.82], [-0.76, -0.56, 1.55], [-2.36, -0.84, -1.77], [0.46, 0.04, 0.21], [-1.33, -0.69, 0.80], [0.12, -2.20, -1.81], [-0.40, -1.07, 1.68], [1.43, 1.18, -0.09], [1.76, 0.23, 0.47], [-1.14, 1.13, 1.26], [1.58, -0.56, 0.41], [-1.04, -1.13, -1.30], [0.66, 1.27, -1.50], [0.85, -1.41, -1.22], [0.93, 1.38, -0.87], [-1.90, 0.66, -0.84]]}